Record 1
ORCA calculation (ωB97M-V/def2-TZVPD) on a structure of composition C17H28B2BeBrCaCl2F4NO15V in a non-equilibrium geometry.

Output
Lowest unoccupied orbital energy, eV: -8.00
HOMO-LUMO gap, eV: 1.9
E_HOMO, hartree: -0.365
Net charge: +1

```
73
Properties=species:S:1:pos:R:3:mulliken_charge:R:1
C 7.2608 -1.1417 -2.3855 -1.102
C 6.2853 -0.0053 -2.9209 0.491
O 5.3356 0.4239 -1.9927 -0.221
C 4.2742 -0.5363 -1.8225 -0.353
C 2.9896 -0.0672 -2.6106 -0.342
B 1.7798 -1.2051 -2.5596 0.368
O 1.4850 -1.6164 -3.9343 -0.750
Br 0.1520 -0.5597 -1.5230 -0.287
H 8.2030 -1.0257 -2.9783 0.390
H 7.5405 -0.9478 -1.3290 0.298
H 6.8046 -2.1348 -2.5617 0.319
H 5.8372 -0.4295 -3.8882 0.522
H 6.9666 0.8892 -3.1147 -0.375
H 3.9886 -0.5113 -0.7434 0.232
H 4.5069 -1.5610 -2.1857 0.309
H 2.6649 0.8957 -2.1241 0.210
H 3.2734 0.2050 -3.6704 -0.126
H 2.2374 -2.1542 -1.9601 -0.208
H 1.8736 -2.4790 -4.1118 0.286
O 8.3235 3.7127 0.5122 -0.662
V 8.4202 3.1632 -1.0859 1.744
O 8.4364 2.5389 -2.6795 -0.802
F -3.0723 0.4557 0.2740 -0.212
C -3.5214 -0.7438 0.5854 0.356
C -4.8857 -0.9367 0.7750 -0.257
C -5.3576 -2.1952 1.0955 -0.624
C -4.4611 -3.2476 1.2357 -0.162
C -3.0806 -3.0445 1.0479 -0.888
C -2.6169 -1.7885 0.7162 -0.605
H -5.5625 -0.1026 0.6686 0.533
H -6.4182 -2.3594 1.2373 0.445
H -4.8378 -4.2327 1.4875 0.731
H -2.3741 -3.8728 1.1602 0.500
H -1.5595 -1.6090 0.5560 0.389
Be 5.7966 1.1744 -5.0191 0.844
N 10.7451 5.9793 -3.3424 1.016
O 11.2218 5.5314 -4.3727 -0.476
O 10.9517 7.1285 -2.9977 -0.445
O 10.0252 5.2438 -2.6227 -0.428
F 6.0791 -0.7241 -6.0555 -0.619
Ca -3.6418 -4.8800 2.5573 1.719
C -5.0991 2.6221 1.3803 -0.580
O -5.5062 3.4254 2.4815 -0.256
C -5.0939 2.9721 3.6725 0.712
O -4.4373 1.9803 3.8576 -0.570
O -5.5389 3.8077 4.6140 -0.274
C -5.1697 3.4421 5.9468 -0.653
H -5.4880 3.0813 0.4737 0.323
H -4.0127 2.5863 1.3104 0.327
H -5.5134 1.6201 1.4642 0.086
H -4.0859 3.4397 6.0585 0.305
H -5.5864 2.4696 6.2080 0.284
H -5.5859 4.1897 6.6178 0.227
B -4.0126 -10.8408 4.2732 0.524
O -3.7159 -9.5685 3.5385 -0.379
C -4.2009 -8.5940 4.2319 0.515
O -4.1271 -7.4137 3.9062 -0.603
C -4.8554 -9.1192 5.4730 0.629
O -5.3952 -8.4509 6.3137 -0.589
O -4.7448 -10.4285 5.4953 -0.370
F -2.8198 -11.4842 4.6117 -0.333
F -4.8097 -11.6722 3.4828 -0.333
C 5.3404 3.7368 -8.3162 -0.258
Cl 6.5291 3.2492 -9.5065 -0.070
Cl 5.1890 2.5134 -7.0146 -0.019
H 5.6423 4.6821 -7.8755 0.297
H 4.3715 3.8384 -8.7969 0.302
C -6.7750 7.3732 3.1521 -0.518
O -5.4804 6.8045 3.0027 -0.480
H -6.7063 8.4447 2.9755 0.225
H -7.4633 6.9319 2.4262 0.235
H -7.1453 7.1982 4.1658 0.238
H -5.5638 5.8569 3.1620 0.298
```



Record 2
ORCA calculation (ωB97M-V/def2-TZVPD) on a structure of composition C20H35Cl2N4O3STb in a non-equilibrium geometry.

Output
ΔE to the lowest compared entry with this formula, charge and spin, eV: 0.893
Lowest unoccupied orbital energy (alpha / beta), eV: 0.04 / 0.04
Expectation value of S²: 12.686
HOMO-LUMO gap (alpha / beta), eV: 7.5 / 7.5
E_HOMO (alpha / beta), hartree: -0.273 / -0.273
Spin multiplicity: 7
Net charge: 0

```
66
Properties=species:S:1:pos:R:3:mulliken_charge:R:1
O 0.4117 -1.9604 -1.2000 -0.710
C 0.7476 -1.6817 -2.5106 1.024
C 2.1915 -2.1394 -2.6143 -0.540
C 3.0398 -2.1411 -1.4950 -0.168
H 2.6975 -1.7733 -0.5148 0.314
C 4.3514 -2.5791 -1.6689 -0.702
H 5.0261 -2.5583 -0.8118 0.402
C 4.7686 -3.0408 -2.9266 -0.448
H 5.7917 -3.3941 -3.0605 0.355
C 3.8851 -3.0614 -4.0140 -0.680
H 4.1874 -3.4240 -4.9917 0.382
C 2.5770 -2.6182 -3.8564 -0.112
H 1.8319 -2.5837 -4.6598 0.352
H 0.0333 -2.3374 -3.0315 0.421
C -0.9573 0.0638 -3.3294 -1.104
C 0.5170 -0.2780 -3.1845 -0.046
H -1.1170 0.8427 -4.0876 0.380
H -1.4326 0.4734 -2.4129 0.205
H -1.5266 -0.8614 -3.5456 0.336
C 1.5578 0.5605 -3.4014 0.275
C 1.4677 1.9920 -3.8864 -1.617
H 2.5746 0.2634 -3.1072 0.275
H 2.0103 2.0941 -4.8340 0.402
H 1.9548 2.7175 -3.2071 0.345
H 0.4293 2.3212 -4.0584 0.346
Tb 0.0042 0.0588 -0.1841 0.609
Cl 2.6145 0.4132 0.7886 -0.540
Cl 0.3288 2.4229 -1.4535 -0.551
C -0.1859 2.6858 1.3976 -0.049
O -0.9473 1.6828 1.3019 -0.528
N -0.4576 3.5801 2.3241 0.405
C -1.7518 3.4829 3.0057 -0.897
C 0.4400 4.6736 2.5820 -0.956
H 0.6610 2.8421 0.6870 0.442
H -2.2616 2.5453 2.7382 0.208
H -2.3717 4.3416 2.7165 0.328
H -1.5683 3.5251 4.0832 0.300
H 1.3832 4.4350 2.0729 0.304
H 0.5742 4.7375 3.6645 0.306
H 0.0067 5.5969 2.1797 0.330
H -5.4149 0.0092 -0.4006 0.316
H -5.4060 -2.7370 -0.2382 0.321
C -4.7420 -0.2133 -1.2387 -0.926
C -4.5924 -2.7249 -0.9678 -0.884
N -3.9728 -1.4276 -0.9493 0.341
H -4.0674 0.6403 -1.4023 0.261
C -2.6987 -1.2890 -0.6497 0.549
O -2.2734 -0.0983 -0.4827 -0.857
H -3.8158 -3.4516 -0.7067 0.268
H -2.0485 -2.2044 -0.5784 0.158
H -5.3340 -0.4223 -2.1312 0.350
H -4.9699 -2.8916 -1.9779 0.337
C 1.9049 0.4462 5.6138 -1.061
N 1.0878 0.6644 4.4191 -0.111
C 0.3781 -0.3131 3.7963 0.769
S 0.0578 -0.6046 2.2149 -0.375
N -0.2301 -1.3374 4.4468 -0.297
C -0.7998 -1.2970 5.7636 -1.042
H 1.6702 -0.5593 5.9635 0.405
H 1.5532 1.2237 6.2997 0.351
H 2.9758 0.5685 5.3896 0.290
H 1.4440 1.3579 3.7583 0.220
H -0.6945 -1.9401 3.7375 0.216
H -1.8898 -1.4023 5.7033 0.283
H -0.3406 -2.1768 6.2197 0.333
H -0.4805 -0.3548 6.1993 0.383
```